[1]
Formula: H8O4
Source: the Open Molecules 2025 dataset
Level of theory: the ωB97M-V functional and the def2-TZVPD basis

Values from the calculation:
**F_max**: 3.31 eV Å⁻¹
**E_LUMO**: 0.0056 Eh
**Charge**: 0
**Molar mass**: 72.1 g/mol
**2S+1**: 1
**Gap between HOMO and LUMO**: 10.9637 eV
**SMILES string**: O.O.O.O
**HOMO level**: -0.397 hartree
**Energy relative to the best compared isomer or geometry (same formula, charge and spin)**: 64.6 kcal/mol
**DFT total energy**: -305.6762 Ha

Geometry (Å):
O1 14.12 12.25 0.31
H1 14.85 12.56 -0.23
H2 14.40 11.38 0.61
O2 15.58 12.44 2.53
H3 15.01 12.38 3.30
H4 15.20 11.83 1.90
O3 17.56 11.19 2.59
H5 16.62 11.22 2.39
H6 17.63 11.50 3.49
O4 16.01 13.71 4.25
H7 16.21 13.41 3.36
H8 15.20 14.22 4.14

These are the Mulliken partial charges, in e, on atoms 1 to 8:
1 O -0.64
2 H 0.35
3 H 0.36
4 O -0.69
5 H 0.34
6 H 0.19
7 O -0.65
8 H 0.38

=====

[2]
Formula: C3H9B
Source: the Open Molecules 2025 dataset
Level of theory: the ωB97M-V functional and the def2-TZVPD basis

Values from the calculation:
**F_max**: 5.01 eV Å⁻¹
**E_LUMO**: -0.0045 Eh
**Charge**: 0
**Molar mass**: 55.9 g/mol
**2S+1**: 1
**Gap between HOMO and LUMO**: 9.1133 eV
**HOMO level**: -0.339 hartree
**Energy relative to the best compared isomer or geometry (same formula, charge and spin)**: 49.6 kcal/mol
**DFT total energy**: -144.4295 Ha

Geometry (Å):
B1 -1.71 -0.52 -1.07
C1 0.66 -0.89 0.93
C2 0.68 1.14 -0.31
C3 -0.26 0.16 0.27
H1 -1.78 -1.79 -1.13
H2 -2.20 0.34 -1.65
H3 0.01 -1.40 1.62
H4 1.44 -0.35 1.56
H5 1.14 -1.52 0.24
H6 1.40 1.39 0.41
H7 1.23 0.75 -1.17
H8 0.20 2.01 -0.82
H9 -0.80 0.68 1.09

These are the Mulliken partial charges, in e, on atoms 1 to 8:
1 B 0.23
2 C -1.27
3 C -1.38
4 C 0.16
5 H -0.02
6 H -0.02
7 H 0.32
8 H 0.35

=====

[3]
Formula: C19H43OOsP3S2
Source: the Open Molecules 2025 dataset
Level of theory: the ωB97M-V functional and the def2-TZVPD basis

Values from the calculation:
**F_max**: 4.04 eV Å⁻¹
**E_LUMO (spin up / spin down)**: -0.4392 / -0.5742 Eh
**Charge**: +4
**Molar mass**: 634.8 g/mol
**2S+1**: 5
**Gap between HOMO and LUMO (spin up / spin down)**: 8.2646 / 4.6217 eV
**HOMO level (spin up / spin down)**: -0.743 / -0.744 hartree
**Energy relative to the best compared isomer or geometry (same formula, charge and spin)**: 12.3 kcal/mol
**DFT total energy**: -2734.4592 Ha

Geometry (Å):
Os1 0.00 0.07 -0.15
P1 -0.69 1.78 1.21
P2 -2.16 -0.63 -0.66
P3 2.15 0.93 -0.35
H1 -0.03 -2.67 -9.14
C1 0.98 -2.86 -8.77
C2 1.30 -4.06 -8.26
H2 0.56 -4.85 -8.18
C3 -1.16 3.29 0.31
C4 -2.13 1.56 2.33
C5 0.48 2.44 2.47
C6 -2.32 -2.14 -1.68
C7 -3.30 -1.09 0.69
C8 -3.03 0.64 -1.65
C9 3.32 0.12 -1.51
C10 3.22 0.92 1.15
C11 2.21 2.66 -0.94
H3 1.72 -2.10 -8.97
H4 2.33 -4.31 -8.01
H5 -1.43 4.07 1.03
H6 -2.03 3.09 -0.34
H7 -0.34 3.65 -0.31
H8 -2.20 2.43 3.00
H9 -1.99 0.66 2.95
H10 -3.06 1.47 1.77
H11 -0.07 3.15 3.11
H12 1.32 2.97 2.02
H13 0.85 1.63 3.10
H14 -3.38 -2.40 -1.75
H15 -1.78 -2.95 -1.18
H16 -1.90 -1.99 -2.68
H17 -4.31 -0.70 0.47
H18 -2.98 -0.71 1.67
H19 -3.33 -2.19 0.74
H20 -3.87 0.14 -2.17
H21 -2.34 1.05 -2.39
H22 -3.41 1.44 -1.01
H23 4.27 0.68 -1.51
H24 2.92 0.11 -2.54
H25 3.52 -0.91 -1.20
H26 4.07 1.59 0.98
H27 3.59 -0.09 1.33
H28 2.67 1.26 2.03
H29 3.22 2.86 -1.32
H30 1.98 3.37 -0.14
H31 1.50 2.78 -1.76
C12 0.57 -1.38 -3.29
C13 0.46 -0.09 -3.85
C14 0.25 0.08 -5.22
C15 0.19 -1.06 -6.03
C16 0.32 -2.35 -5.50
C17 0.52 -2.51 -4.14
S1 0.82 -1.70 -1.61
H32 -0.08 0.78 -1.59
H33 0.54 0.78 -3.20
H34 0.16 1.09 -5.62
H35 0.05 -0.94 -7.11
H36 0.30 -3.22 -6.15
H37 0.67 -3.49 -3.69
C18 0.15 -2.02 3.71
S2 0.29 -2.08 1.88
C19 2.02 -2.50 1.76
O1 -0.51 -3.21 1.36
H38 0.97 -1.43 4.11
H39 0.21 -3.06 4.06
H40 -0.80 -1.58 3.99
H41 2.05 -3.59 1.92
H42 2.37 -2.27 0.74
H43 2.62 -1.97 2.51

These are the Mulliken partial charges, in e, on atoms 1 to 8:
1 Os 1.02
2 P 0.77
3 P 1.16
4 P 0.74
5 H 0.36
6 C -0.27
7 C -0.10
8 H 0.35

=====

[4]
Formula: C31H49N5O7
Source: the Open Molecules 2025 dataset
Level of theory: the ωB97M-V functional and the def2-TZVPD basis

Values from the calculation:
**F_max**: 3.61 eV Å⁻¹
**E_LUMO (spin up / spin down)**: 0.0784 / 0.0771 Eh
**Charge**: -1
**Molar mass**: 603.8 g/mol
**2S+1**: 2
**Gap between HOMO and LUMO (spin up / spin down)**: 2.2593 / 7.9136 eV
**HOMO level (spin up / spin down)**: -0.005 / -0.214 hartree
**DFT total energy**: -2010.9511 Ha

Geometry (Å):
O1 0.28 -4.35 5.88
C1 -0.23 -3.36 5.44
O2 -1.49 -3.36 5.06
C2 -1.95 -2.09 4.51
C3 -0.66 -1.24 4.63
C4 0.41 -2.02 5.24
H1 -2.78 -1.56 4.99
H2 -2.37 -2.25 3.52
H3 -0.85 -0.30 5.15
H4 -0.30 -0.96 3.64
H5 0.82 -1.55 6.13
H6 1.25 -2.29 4.59
O3 -2.17 -1.18 1.28
C5 -1.24 -0.75 0.57
O4 -0.76 -1.41 -0.51
C6 0.44 -0.81 -0.98
C7 0.21 0.63 -0.61
C8 -0.47 0.57 0.72
H7 0.64 -0.92 -2.04
H8 1.29 -1.21 -0.42
H9 -0.38 1.13 -1.38
H10 1.18 1.11 -0.63
H11 -1.07 1.47 0.88
H12 0.24 0.46 1.54
C9 0.42 -3.65 -4.41
O5 -0.78 -4.43 -4.56
H13 0.17 -2.65 -4.77
H14 0.67 -3.55 -3.36
H15 1.25 -3.93 -5.07
H16 -0.52 -5.31 -4.30
C10 4.02 -2.26 -1.87
O6 3.50 -2.77 -3.07
H17 3.32 -2.53 -1.08
H18 4.98 -2.72 -1.63
H19 3.93 -1.17 -1.88
H20 3.61 -3.72 -3.06
C11 -0.50 4.96 1.01
O7 0.29 4.05 0.29
H21 -0.44 5.91 0.48
H22 -1.52 4.63 1.20
H23 -0.06 5.06 2.00
H24 0.99 4.58 -0.09
N1 3.28 1.93 1.11
C12 2.27 1.89 2.05
C13 2.41 0.75 2.85
C14 3.58 0.14 2.36
C15 4.08 0.92 1.35
H25 3.34 2.55 0.32
H26 1.45 2.59 2.01
H27 1.69 0.41 3.57
H28 3.97 -0.83 2.65
H29 4.96 0.69 0.76
N2 1.06 0.81 -4.89
C16 2.23 0.87 -4.17
C17 3.07 -0.12 -4.69
C18 2.45 -0.80 -5.74
C19 1.21 -0.23 -5.79
H30 0.26 1.42 -4.76
H31 2.45 1.50 -3.32
H32 4.01 -0.33 -4.20
H33 2.86 -1.68 -6.22
H34 0.36 -0.58 -6.35
N3 -0.23 3.59 -2.97
C20 1.02 4.01 -3.31
C21 1.11 4.23 -4.65
C22 -0.18 3.94 -5.17
C23 -0.95 3.51 -4.11
H35 -0.55 3.37 -2.03
H36 1.78 4.02 -2.54
H37 1.98 4.54 -5.20
H38 -0.44 3.99 -6.22
H39 -1.97 3.18 -3.97
N4 -4.43 -2.87 0.73
C24 -5.55 -3.60 0.83
C25 -5.62 -4.47 -0.27
C26 -4.56 -4.20 -1.11
C27 -3.81 -3.16 -0.47
H40 -4.10 -2.20 1.41
H41 -6.22 -3.46 1.67
H42 -6.43 -5.18 -0.43
H43 -4.40 -4.67 -2.07
H44 -3.03 -2.53 -0.87
N5 -1.86 2.41 6.00
C28 -0.81 2.62 5.21
C29 -1.05 2.27 3.90
C30 -2.35 1.76 3.93
C31 -2.85 1.85 5.22
H45 -1.83 2.56 7.00
H46 0.06 3.06 5.68
H47 -0.39 2.39 3.06
H48 -2.88 1.31 3.11
H49 -3.78 1.55 5.69

These are the Mulliken partial charges, in e, on atoms 1 to 8:
1 O -0.64
2 C 0.33
3 O -0.38
4 C -0.07
5 C 1.11
6 C -0.31
7 H 0.21
8 H -0.01